<a>
The following is a DFT calculation (wB97M-V/def2-TZVPD) of a molecular structure, C6H6N2O2S.

XYZ file:
```
17
C6H6N2O2S, DFT wB97M-V/def2-TZVPD
C 2.735 0.149 0.131
C 1.921 0.820 1.022
C 1.953 -0.612 -0.779
C 0.514 0.784 0.944
C 0.606 -0.814 -0.855
C -0.143 -0.067 0.096
N -1.529 -0.039 0.272
N -2.505 -0.933 0.187
O -2.266 -2.135 0.149
O -3.673 -0.547 -0.050
S -2.603 1.913 -0.529
H 3.819 0.129 0.085
H 2.366 1.229 1.911
H 2.491 -1.006 -1.660
H -0.065 1.339 1.657
H 0.160 -1.634 -1.383
H -3.780 1.424 -1.197
```

Computed properties:
lowest unoccupied orbital energy: -2.626 eV
HOMO level: -9.4 eV
orbital gap: 0.24714 Eh

---

<b>
The following is a DFT calculation (wB97M-V/def2-TZVPD) of a single C6H6N2O2S molecule.

XYZ file:
```
17
C6H6N2O2S, DFT wB97M-V/def2-TZVPD
O 0.253 0.113 -2.786
N 1.226 -0.448 -2.351
O 2.082 -1.024 -3.008
N 1.466 -0.452 -1.020
S 2.472 -1.655 -0.402
C 0.231 -0.069 -0.181
C 0.438 0.709 0.904
C -0.586 1.108 1.816
C -1.838 0.721 1.600
C -2.093 -0.013 0.449
C -1.133 -0.552 -0.392
H 3.507 -0.991 0.158
H 1.468 1.032 1.167
H -0.146 1.753 2.742
H -2.630 0.982 2.304
H -3.157 -0.211 0.310
H -1.561 -1.003 -1.310
```

Computed properties:
lowest unoccupied orbital energy: 0.469 eV
HOMO level: -9.5 eV
SMILES: O=[N+]([O-])N(S)c1ccccc1
orbital gap: 0.36792 Eh

---

Which structure is most stable? <b>, by 204.1 kJ/mol over the runner-up.

---

<a>
The following is a DFT calculation (wB97M-V/def2-TZVPD) of a single C5H7FO molecule.

XYZ file:
```
14
C5H7FO, DFT wB97M-V/def2-TZVPD
O 2.170 0.441 0.313
C 0.650 0.634 0.496
C -0.112 -0.461 1.147
C -0.822 -1.191 0.009
C -0.629 -0.617 -1.307
C -0.180 0.850 -0.961
F -1.236 1.597 -0.589
H 2.199 -0.179 -0.445
H 0.467 1.650 1.001
H -0.862 0.149 1.860
H 0.529 -1.147 1.742
H -1.456 -2.126 0.410
H -1.296 -0.943 -2.087
H 0.579 1.346 -1.587
```

Computed properties:
lowest unoccupied orbital energy: 0.647 eV
HOMO level: -9.8 eV
SMILES: O[C@@H]1CC=C[C@H]1F
orbital gap: 0.38488 Eh

---

<b>
The following is a DFT calculation (wB97M-V/def2-TZVPD) of a single C5H7FO molecule.

XYZ file:
```
14
C5H7FO, DFT wB97M-V/def2-TZVPD
C -2.007 0.539 1.894
C -0.927 0.038 1.312
O -0.812 -0.271 0.004
C 0.477 -0.635 -0.362
C 0.753 -0.535 -1.857
C 1.381 0.446 -0.903
F 2.712 0.419 -0.629
H -2.990 0.607 1.362
H -1.931 0.898 2.922
H 0.017 -0.096 1.855
H 0.991 -1.386 0.247
H -0.031 -0.178 -2.509
H 1.393 -1.255 -2.383
H 0.975 1.410 -0.953
```

Computed properties:
lowest unoccupied orbital energy: 1.187 eV
HOMO level: -9.0 eV
SMILES: C=CO[C@H]1C[C@@H]1F
orbital gap: 0.37435 Eh

---

Which structure is most stable? <b>, by 37.2 kJ/mol over the runner-up.

---

<a>
The following is a DFT calculation (wB97M-V/def2-TZVPD) of 2 unconnected molecules or ions with the total composition H3IN2.

XYZ file:
```
6
H3IN2, DFT wB97M-V/def2-TZVPD
H 1.520 1.001 0.316
N 0.611 0.402 0.115
N 0.799 -0.782 -0.133
H -0.143 -1.260 -0.375
I -2.875 -0.119 0.020
H -1.734 0.973 -0.194
```

Computed properties:
lowest unoccupied orbital energy: 0.730 eV
HOMO level: -9.3 eV
SMILES: [H]/N=N/[H].I
orbital gap: 0.37033 Eh

---

<b>
The following is a DFT calculation (wB97M-V/def2-TZVPD) of 2 unconnected molecules or ions with the total composition H3IN2.

XYZ file:
```
6
H3IN2, DFT wB97M-V/def2-TZVPD
N 0.731 0.499 0.192
N 0.034 -0.432 -0.553
I -2.077 -0.256 -0.718
H 0.436 1.415 0.037
H 0.485 0.480 1.132
H 0.391 -1.707 -0.091
```

Computed properties:
lowest unoccupied orbital energy: -0.534 eV
HOMO level: -8.7 eV
orbital gap: 0.29994 Eh

---

Which structure is most stable? <a>, by 153.6 kJ/mol over the runner-up.

---

<a>
The following is a DFT calculation (wB97M-V/def2-TZVPD) of a single C11H15NO molecule.

XYZ file:
```
28
C11H15NO, DFT wB97M-V/def2-TZVPD
C 3.049 -1.997 0.263
O 1.678 -1.712 -0.141
C 1.508 -0.374 -0.079
C 2.404 0.578 -0.179
C 2.090 1.919 0.014
C 0.813 2.250 -0.081
C -0.246 1.358 0.021
C 0.090 -0.004 -0.068
C -0.871 -1.077 0.019
C -2.339 -0.607 -0.297
N -3.315 -1.678 -0.080
C -2.506 0.674 0.549
C -1.601 1.718 -0.123
H 3.807 -1.542 -0.403
H 3.002 -2.989 0.048
H 3.071 -1.707 1.396
H 3.418 0.362 -0.278
H 2.825 2.695 0.428
H 0.571 3.269 -0.013
H -0.650 -1.732 -0.816
H -0.984 -1.565 0.933
H -2.311 -0.308 -1.341
H -4.039 -1.529 -0.938
H -3.808 -1.779 0.926
H -3.554 0.902 0.513
H -2.300 0.367 1.666
H -1.917 1.752 -1.101
H -1.707 2.603 0.445
```

Computed properties:
lowest unoccupied orbital energy: 0.963 eV
HOMO level: -8.2 eV
SMILES: COc1cccc2c1C[C@@H](N)CC2
orbital gap: 0.33816 Eh

---

<b>
The following is a DFT calculation (wB97M-V/def2-TZVPD) of 2 unconnected molecules or ions with the total composition C11H15NO.

XYZ file:
```
28
C11H15NO, DFT wB97M-V/def2-TZVPD
C -1.816 1.551 -3.515
C -0.798 1.178 -2.467
C 0.256 0.252 -2.482
N 0.527 -0.074 -1.137
C -0.232 0.704 -0.236
C -0.333 1.010 1.154
C -1.144 2.063 1.573
C -2.019 2.822 0.732
C -2.006 2.406 -0.664
C -1.065 1.478 -1.084
H -2.820 1.694 -3.129
H -2.034 0.626 -4.034
H -1.473 2.562 -3.841
H 1.005 0.145 -3.217
H 1.356 -0.625 -0.765
H 0.072 0.416 1.969
H -0.971 2.275 2.578
H -2.742 3.544 1.119
H -2.875 2.925 -1.147
C 2.569 -3.663 1.515
C 2.072 -2.408 2.285
O 1.529 -2.559 3.553
H 1.967 -3.962 0.768
H 2.926 -4.546 2.055
H 3.487 -3.397 0.929
H 2.755 -1.498 2.258
H 1.207 -1.953 1.713
H 0.599 -2.964 3.518
```

Computed properties:
lowest unoccupied orbital energy: 0.690 eV
HOMO level: -7.7 eV
SMILES: Cc1c[nH]c2ccccc12.CCO
orbital gap: 0.30924 Eh

---

Which structure is most stable? <b>, by 5.3 kJ/mol over the runner-up.

---

<a>
The following is a DFT calculation (wB97M-V/def2-TZVPD) of 2 unconnected molecules or ions with the total composition C3H2F4.

XYZ file:
```
9
C3H2F4, DFT wB97M-V/def2-TZVPD
C -0.774 0.404 -0.986
C -1.957 0.475 -0.468
C 1.193 -1.623 0.020
F -2.782 1.457 -0.746
F -2.555 -0.522 0.183
F 1.863 -0.859 0.838
F 1.866 -1.990 -1.067
H -0.351 1.008 -1.733
H 0.161 -1.594 -0.019
```

Computed properties:
lowest unoccupied orbital energy (alpha / beta): 0.815 / -1.762 eV
multiplicity: 3
HOMO level (alpha / beta): -8.1 / -10.4 eV
orbital gap (alpha / beta): 0.32844 / 0.31849 Eh

---

<b>
The following is a DFT calculation (wB97M-V/def2-TZVPD) of 2 unconnected molecules or ions with the total composition C3H2F4.

XYZ file:
```
9
C3H2F4, DFT wB97M-V/def2-TZVPD
C 3.062 -0.155 -0.195
C 2.195 0.501 0.299
C -1.967 -0.120 -0.125
F 1.291 1.180 0.967
F -1.895 -1.020 0.859
F -3.242 0.063 -0.280
F -1.474 1.056 0.252
H -1.384 -0.595 -1.080
H 3.415 -0.910 -0.696
```

Computed properties:
lowest unoccupied orbital energy (alpha / beta): 0.862 / -3.956 eV
multiplicity: 3
HOMO level (alpha / beta): -4.7 / -11.3 eV
orbital gap (alpha / beta): 0.20476 / 0.26970 Eh

---

Which structure is most stable? <a>, by 369.6 kJ/mol over the runner-up.

---

<a>
The following is a DFT calculation (wB97M-V/def2-TZVPD) of 2 unconnected molecules or ions with the total composition C2H5S.

XYZ file:
```
8
C2H5S, DFT wB97M-V/def2-TZVPD
S -3.630 -0.065 -1.888
H -4.398 -1.107 -2.221
C 0.751 0.451 0.717
C 1.947 -0.142 0.674
H 0.378 1.157 1.451
H 0.017 0.266 -0.064
H 2.449 -0.273 -0.274
H 2.486 -0.287 1.605
```

Computed properties:
charge: -1
lowest unoccupied orbital energy: 3.606 eV
HOMO level: -2.3 eV
orbital gap: 0.21827 Eh

---

<b>
The following is a DFT calculation (wB97M-V/def2-TZVPD) of 2 unconnected molecules or ions with the total composition C2H5S.

XYZ file:
```
8
C2H5S, DFT wB97M-V/def2-TZVPD
S 1.796 0.039 0.144
H 1.299 -0.533 1.247
C -1.702 -0.114 0.471
C -1.957 0.111 -0.807
H -0.729 0.014 0.929
H -2.498 -0.410 1.149
H -1.109 0.448 -1.393
H -2.978 0.283 -1.129
```

Computed properties:
charge: -1
lowest unoccupied orbital energy: 4.329 eV
HOMO level: -2.5 eV
orbital gap: 0.24966 Eh

---

Which structure is most stable? <b>, by 51.7 kJ/mol over the runner-up.